1.
A molecular structure, C32H26F3N8PbS2Se2, computed with ωB97M-V/def2-TZVPD.

Summary:
frontier orbital gap: 6.533 eV
strongest force on any atom: 0.42 eV Å⁻¹
E_tot: -7764.011294 a.u.
ΔE to the lowest compared entry with this formula, charge and spin: 0.0 kcal/mol
total charge: +3

```
74
Properties=species:S:1:pos:R:3:forces:R:3
Pb -0.0505 0.9275 -1.1279 -0.1 0.3 0.2
C -4.5523 -0.1113 -0.2834 0.0 0.0 0.1
C -5.1527 -0.0073 -1.5252 -0.1 0.0 0.0
C -4.3581 0.0925 -2.6595 -0.2 0.0 -0.1
C -2.9848 0.1140 -2.5111 0.2 0.1 0.0
N -2.4060 0.0721 -1.3037 0.0 -0.2 0.1
C -3.1716 -0.0624 -0.2167 0.1 0.1 -0.1
C -2.0639 0.2158 -3.6802 0.1 0.1 0.1
C -2.4641 -0.1705 -4.9465 -0.1 0.0 -0.1
C -1.5712 -0.0460 -5.9946 0.0 0.0 -0.1
C -0.3144 0.4810 -5.7596 0.0 0.0 -0.1
C 0.0284 0.8594 -4.4731 0.1 0.1 0.2
N -0.8293 0.6962 -3.4500 0.0 -0.1 -0.1
C 1.3452 1.5005 -4.1626 -0.2 -0.1 0.1
C 2.2056 1.9415 -5.1526 0.1 0.0 -0.1
C 3.3846 2.5756 -4.7902 0.0 0.0 0.0
C 3.6746 2.7575 -3.4486 0.1 0.0 0.0
C 2.7669 2.2887 -2.5195 -0.1 -0.1 0.0
N 1.6329 1.6722 -2.8666 0.1 -0.1 0.1
H -5.1356 -0.2182 0.6213 0.0 0.0 0.0
H -6.2310 0.0021 -1.6165 0.0 0.0 0.0
H -4.8118 0.1783 -3.6376 0.0 0.0 0.1
H -2.6562 -0.1381 0.7334 0.0 0.0 -0.1
H -3.4487 -0.5831 -5.1118 0.0 0.0 0.0
H -1.8562 -0.3506 -6.9940 0.0 0.0 0.0
H 0.3864 0.5797 -6.5752 0.0 0.0 0.0
H 1.9667 1.8148 -6.1989 0.0 0.0 0.0
H 4.0654 2.9320 -5.5523 0.0 0.0 0.0
H 4.5798 3.2560 -3.1293 0.0 0.0 0.0
H 2.9440 2.4075 -1.4557 0.0 0.0 0.0
F -1.2987 -0.4618 5.3455 0.1 0.0 0.0
C -0.2106 0.3126 5.3569 -0.2 0.2 0.0
F 0.8569 -0.4816 5.0883 -0.2 -0.2 0.2
F -0.0394 0.7930 6.5841 0.0 -0.1 -0.1
C -0.3316 1.4348 4.3488 0.0 0.0 0.0
C -0.5244 2.7275 4.8017 0.0 0.2 0.1
C -0.7022 3.7458 3.8809 0.0 0.0 -0.1
C -0.6659 3.4376 2.5266 0.0 0.0 0.1
N -0.4662 2.1999 2.0725 -0.1 0.2 0.1
C -0.3127 1.2379 2.9697 0.1 0.0 0.0
S -0.2581 -0.3953 2.2738 -0.1 -0.1 0.1
H -0.5473 2.9275 5.8641 0.0 0.0 0.0
H -0.8761 4.7625 4.2068 0.0 0.0 0.0
H -0.8036 4.2084 1.7772 0.0 0.0 0.0
Se 1.8705 -0.9775 2.4092 0.3 0.0 -0.1
Se 2.8477 -0.4106 0.3235 0.0 0.3 0.2
C 1.9197 -1.7607 -0.6484 0.0 -0.1 -0.2
C 2.4441 -3.0295 -0.7379 -0.1 -0.2 0.0
C 1.7461 -3.9846 -1.4806 0.1 0.0 0.2
C 0.5489 -3.6280 -2.0599 -0.1 0.1 -0.1
C 0.0965 -2.3199 -1.9211 0.0 -0.1 -0.1
N 0.7778 -1.3923 -1.2542 -0.1 0.0 -0.1
C 2.7812 0.4734 3.3489 0.1 -0.1 0.0
C 3.5536 0.1072 4.4336 0.0 0.0 -0.1
C 4.2473 1.1399 5.0539 0.0 -0.1 0.1
C 4.1136 2.4267 4.5650 -0.1 0.1 0.0
C 3.2951 2.6537 3.4620 0.0 0.0 0.0
N 2.6322 1.6741 2.8423 0.1 0.0 0.0
H 3.3644 -3.2779 -0.2272 0.0 0.0 -0.1
H 2.1298 -4.9931 -1.5705 0.0 0.0 0.0
H -0.0449 -4.3437 -2.6120 0.0 0.0 0.0
H -0.8509 -2.0137 -2.3482 0.1 0.0 0.0
H 3.6121 -0.9147 4.7866 0.0 0.0 0.0
H 4.8771 0.9323 5.9097 0.0 0.0 0.0
H 4.6367 3.2523 5.0294 0.0 0.0 0.0
H 3.1707 3.6483 3.0538 0.0 0.0 0.0
N -2.2794 -4.7612 2.5196 0.1 0.1 0.0
C -2.5395 -4.1159 1.3811 0.0 -0.2 0.1
N -3.6459 -4.4833 0.7254 0.1 0.2 0.0
S -1.4984 -2.9102 0.7795 -0.2 -0.3 0.0
H -2.8938 -5.4621 2.9011 0.0 0.0 0.0
H -1.4762 -4.4905 3.0565 0.0 0.0 0.0
H -4.2912 -5.1651 1.0899 0.0 0.0 0.0
H -3.8870 -3.9999 -0.1196 0.0 0.0 0.0
```
Forces are in eV/Å.

***

2.
A molecular structure, C32H26N5O6S3Zr in a non-equilibrium geometry, computed with ωB97M-V/def2-TZVPD.

Summary:
frontier orbital gap: 5.444 eV
strongest force on any atom: 1.09 eV Å⁻¹
E_tot: -3200.856925 a.u.
ΔE to the lowest compared entry with this formula, charge and spin: 4.9 kcal/mol
total charge: +3

```
73
Properties=species:S:1:pos:R:3:forces:R:3
Zr -0.1058 2.1620 -0.2219 0.9 -0.6 -0.1
S -0.0511 0.3964 1.7089 -0.1 0.3 -0.1
C -1.0422 -0.8664 1.1354 0.0 -0.1 0.1
N -1.2362 -1.9736 1.7822 0.0 0.1 0.0
C -2.0747 -3.0225 1.1751 0.0 0.0 0.0
C -1.7532 -3.1107 -0.2910 0.0 0.0 0.0
N -1.9508 -1.7763 -0.9044 0.0 0.0 0.0
C -2.4178 -1.7661 -2.3278 0.0 0.0 0.0
C -1.6578 -2.7897 -3.1204 0.0 0.0 0.0
C -2.3102 -3.8973 -3.6480 0.0 0.0 0.0
C -1.5949 -4.8403 -4.3740 0.0 0.0 0.0
C -0.2303 -4.6805 -4.5619 0.0 0.0 0.0
C 0.4258 -3.5730 -4.0343 0.0 0.0 0.0
C -0.2876 -2.6268 -3.3187 0.0 0.0 0.0
C -1.7079 -0.7161 -0.2102 -0.1 0.0 -0.1
S -2.1786 0.8666 -0.7497 -0.1 0.0 -0.1
C -0.6248 -2.3035 3.0995 0.0 0.0 0.0
C 0.2788 -3.4992 2.9579 0.0 0.0 0.0
C -0.0218 -4.6836 3.6193 0.0 0.0 0.0
C 0.8116 -5.7860 3.4793 0.0 0.0 0.0
C 1.9359 -5.7060 2.6717 0.0 0.0 0.0
C 2.2377 -4.5220 2.0075 0.0 0.0 0.0
C 1.4133 -3.4186 2.1522 0.0 0.0 0.0
H -3.1265 -2.7866 1.3538 0.0 0.0 0.0
H -1.8318 -3.9623 1.6664 0.0 0.0 0.0
H -2.4233 -3.8003 -0.8005 0.0 0.0 0.0
H -0.7281 -3.4383 -0.4731 0.0 0.0 0.0
H -2.2695 -0.7561 -2.7016 0.0 0.0 0.0
H -3.4888 -1.9773 -2.3109 0.0 0.0 0.0
H -3.3791 -4.0179 -3.5115 0.0 0.0 0.0
H -2.1047 -5.6956 -4.7957 0.0 0.0 0.0
H 0.3254 -5.4153 -5.1285 0.0 0.0 0.0
H 1.4880 -3.4473 -4.1944 0.0 0.0 0.0
H 0.2234 -1.7548 -2.9186 0.0 0.0 0.0
H -1.4548 -2.5126 3.7767 0.0 0.0 0.0
H -0.0986 -1.4217 3.4539 0.0 0.0 0.0
H -0.8951 -4.7451 4.2590 0.0 0.0 0.0
H 0.5835 -6.7031 4.0047 0.0 0.0 0.0
H 2.5858 -6.5639 2.5658 0.0 0.0 0.0
H 3.1250 -4.4592 1.3920 0.0 0.0 0.0
H 1.6662 -2.4869 1.6541 0.0 0.0 0.0
S 2.0546 4.2028 3.3942 0.0 0.0 -0.1
C 1.9201 3.7922 1.7709 0.1 -0.1 0.1
N 0.6949 3.5306 1.3371 -0.2 -0.2 -0.1
C -0.2407 3.6879 2.3742 0.0 0.1 -0.1
C -1.6212 3.5234 2.2565 -0.2 0.1 0.1
C -2.3853 3.6814 3.3946 0.0 0.0 0.0
C -1.7975 4.0140 4.6246 0.0 0.0 0.0
C -0.4366 4.2072 4.7405 0.0 0.0 0.0
C 0.3367 4.0362 3.5929 0.1 0.0 0.0
H 2.7930 3.7246 1.1353 0.0 0.0 0.0
H -2.1340 3.3553 1.3102 0.1 0.0 0.0
H -3.4600 3.5763 3.3343 0.0 0.0 0.0
H -2.4281 4.1461 5.4930 0.0 0.0 0.0
H 0.0096 4.4917 5.6838 0.0 0.0 0.0
O 3.2796 0.6544 -2.1058 0.0 0.0 0.0
C 2.3572 1.3592 -1.8971 0.0 0.0 0.0
O 1.2983 1.0303 -1.0787 -0.4 0.4 0.3
C 2.1707 2.7891 -2.3529 -0.1 0.0 0.1
C 3.1827 3.7365 -2.4730 0.0 0.0 0.0
C 2.8191 5.0741 -2.5340 0.1 0.0 0.0
C 1.5155 5.5385 -2.3838 0.0 0.0 0.0
C 0.5517 4.5595 -2.2884 0.0 0.1 0.1
C 0.8529 3.2112 -2.3796 0.0 0.1 0.0
N -0.8024 4.8388 -1.8127 -0.1 0.0 -0.2
O -1.3151 3.8947 -1.1115 0.1 -0.2 0.2
O -1.3552 5.8545 -2.0155 0.0 0.0 0.0
N 3.9076 6.0993 -2.6283 0.0 0.0 -0.1
O 5.0291 5.6707 -2.7163 0.0 0.0 0.0
O 3.5457 7.2493 -2.6167 0.0 0.0 0.0
H 4.2310 3.4604 -2.4797 0.0 0.0 0.0
H 1.3114 6.5997 -2.3005 0.0 0.0 0.0
H 0.0601 2.4877 -2.5858 0.0 0.0 0.0
```
Forces are in eV/Å.